The ion C5H9N4O with charge +1 at a distorted geometry. Source: the Open Molecules 2025 dataset; level of theory: wB97M-V/def2-TZVPD.

Last column: Löwdin charge in e.
Positions of all 19 atoms, in Å:
C 1.92908 0.69614 -0.13853  0.0191
C 1.38425 1.96395 -0.22113  -0.0705
C 2.58696 -0.33235 -0.08673  -0.0842
C -0.87983 1.35187 -0.04513  -0.3792
C -2.03159 -1.86251 -0.13745  -0.0695
N 0.12387 2.16798 -0.18303  0.1407
N -0.86006 0.14601 -0.64875  0.1338
N 3.29045 -1.42085 0.10766  0.1332
N -1.88782 1.80721 0.70850  0.2427
O -2.06684 -0.60922 -0.76223  -0.1441
H -0.23449 -0.33844 -1.24154  0.1542
H 2.00703 2.77052 -0.37681  0.1147
H -1.79609 -2.59864 -0.76840  0.0307
H -3.17821 -2.06041 0.17486  0.1535
H -1.37866 -1.79573 0.80691  0.1236
H 4.21896 -1.60569 -0.26626  0.1370
H 3.11836 -1.92746 0.93032  0.1032
H -1.61611 2.39989 1.45645  0.1304
H -2.72926 1.24775 0.69128  0.1308

For the gap between HOMO and LUMO, the calculation gives 8.4 eV. For the total energy, the calculation gives -489.7850 Eh. The SMILES is CONC(=[NH2+])/N=C\C#CN. As for the net charge: +1. As for the relative energy (zero: lowest compared OMol25 entry of this formula, charge and spin): 116.8 kcal/mol. The calculation puts the molar mass at 141.15 g mol⁻¹. As for the max |F|: 6.22 eV/A.